A molecular structure, C3H2N2O2. Source: the Open Molecules 2025 dataset; level of theory: ωB97M-V/def2-TZVPD.

Results
* total charge: 0
* HOMO: -11.29 eV
* calculated total energy: -375.34046 a.u.
* ΔE to the lowest compared entry with this formula, charge and spin: 4.655 eV
* 2S+1: 1

```
9
Properties=species:S:1:pos:R:3:forces:R:3:lowdin_charge:R:1
O -0.94502 -2.33733 -1.45953 -2.111 1.551 -2.385 -0.1877
H 0.86149 -1.96825 0.22105 -2.084 3.655 -1.639 0.2274
O 1.87277 0.50295 0.96398 -2.663 -0.105 -1.936 0.0848
C -0.20189 1.61974 0.80218 1.724 -2.150 -1.576 -0.1186
C 0.75774 0.47279 0.43584 0.687 -0.901 2.477 -0.3061
H -1.61543 -2.44907 -2.36022 2.691 1.391 3.952 0.1953
N -0.79545 -0.87475 -1.02443 1.863 -2.762 0.283 0.0388
N -0.81570 2.55547 1.01040 -0.742 0.877 0.372 0.1682
C 0.21248 -0.87131 -0.20440 0.634 -1.557 0.451 -0.1020
```
Forces are in eV/Å.